Record 1
This record from OMol25 describes the molecule C6H8N2O2S in a non-equilibrium geometry. The level of theory is ωB97M-V/def2-TZVPD.

Structure (XYZ):
```
19
Properties=species:S:1:pos:R:3:forces:R:3
C -3.2130 -0.8045 -0.4750 0.00 -1.51 -0.31
O -1.9925 -0.1330 -0.6287 -0.09 -0.85 -0.98
C -1.2763 -0.0774 0.5703 -0.79 1.09 0.21
C 0.1433 0.2500 0.2532 0.90 2.72 1.26
C 0.5478 1.5777 0.1589 0.26 -2.43 -0.79
C 1.9395 1.8740 -0.1635 -1.21 -0.01 0.48
O 2.3691 3.0021 -0.3120 0.70 -0.89 -0.14
N 2.7149 0.6786 -0.2542 1.17 -0.16 -0.43
C 2.2376 -0.6018 -0.0619 0.23 1.21 0.37
S 3.3315 -2.0086 -0.2152 0.32 1.14 -0.17
N 1.0237 -0.7861 0.2858 -0.80 -1.32 -0.64
H -3.1053 -1.8886 -0.1479 0.16 1.17 -0.18
H -3.7308 -0.8364 -1.4295 0.14 0.17 -0.18
H -3.8513 -0.2994 0.2204 -0.47 0.38 0.70
H -1.2856 -1.0157 1.1076 -0.18 -0.39 0.20
H -1.8114 0.7225 1.1444 0.90 -0.53 0.26
H -0.1647 2.3703 0.1507 -0.24 0.45 0.13
H 3.7093 0.8026 -0.4649 -0.56 0.06 0.05
H 2.4143 -2.8263 0.2616 -0.44 -0.31 0.16
```
Forces are in eV/Å.

As for the SMILES: COCc1cc(=O)[nH]c(S)n1. Its LUMO energy is 0.2833 eV. The energy above the lowest of the compared OMol25 structures with the same formula, charge and spin is 27.9 kcal per mole.

Record 2
This record from OMol25 describes a cluster of 9 separate species, C51H98F5N11O8P in total in a non-equilibrium geometry. The level of theory is ωB97M-V/def2-TZVPD.

Structure (XYZ):
```
174
Properties=species:S:1:pos:R:3:forces:R:3
C 1.5459 2.1634 11.5491 -0.48 0.21 -0.11
C 0.2348 2.5436 10.8230 0.57 -0.22 -0.52
C 0.2432 2.1017 9.3527 -0.55 -0.11 0.25
C -0.0721 0.6110 9.1674 0.42 0.14 -0.32
C -0.7763 0.3147 7.8404 0.34 -0.21 0.33
C -0.1066 0.9136 6.6101 -0.22 -0.42 -0.10
C 1.3051 0.3858 6.3212 0.09 0.23 0.27
C 2.1997 1.3936 5.5695 -0.49 -0.27 -0.63
C 2.8651 0.8399 4.2692 -0.11 0.40 0.79
C 2.7622 1.8023 3.0641 0.21 -0.34 0.34
P 2.7130 1.0592 1.2637 0.54 0.87 0.06
C 3.9481 2.4737 0.7221 0.17 0.27 -0.33
C 3.6196 3.8838 1.1868 0.36 0.04 0.44
F 3.5190 4.7592 0.0861 -0.09 0.00 -0.02
N 1.3944 2.0994 0.6831 0.52 -0.28 0.20
C 1.0635 2.2397 -0.7032 -0.82 0.35 -0.32
C -0.0186 3.3089 -0.9969 0.24 -0.35 -0.51
C -1.0649 2.6830 -1.9186 -0.13 -0.06 0.45
C 2.9256 0.1571 -0.4942 0.06 -0.12 -0.22
C 2.1249 -0.8070 -1.1024 -0.30 -0.21 0.28
C 2.4169 -1.3567 -2.3377 0.19 0.08 -0.10
N 3.4845 -1.0351 -3.0589 0.02 -0.23 -0.11
C 4.3092 -0.1792 -2.4611 0.26 0.07 -0.27
C 4.0917 0.4020 -1.2323 -0.04 0.07 0.20
C 4.1597 -0.1549 1.8125 0.12 -0.21 -0.10
C 5.3269 0.2883 2.4286 -0.17 0.46 0.10
C 6.3614 -0.5660 2.7530 0.06 -0.03 0.08
N 6.3520 -1.8726 2.5090 0.13 -0.06 -0.02
C 5.2596 -2.3152 1.8933 0.06 -0.07 0.04
C 4.1892 -1.5188 1.5369 -0.41 -0.11 -0.13
C 1.1787 -0.1399 1.8701 -0.77 0.48 -0.05
F 1.4635 -1.4277 2.2551 0.19 -0.12 0.14
F 0.2075 -0.2906 0.8839 0.28 -0.37 -0.37
C 0.2347 0.4238 2.9946 -0.19 -0.56 0.27
F -0.5308 -0.6579 3.4284 -0.03 0.25 0.06
F -0.6682 1.3206 2.5164 0.08 0.05 -0.01
H 1.3517 1.5102 12.3960 0.14 -0.07 0.09
H 2.0523 3.0571 11.9076 0.12 -0.01 0.12
H 2.2149 1.6564 10.8586 0.14 -0.13 0.03
H -0.6157 2.0605 11.2981 -0.16 0.17 0.16
H 0.0914 3.6221 10.8445 -0.09 0.07 0.21
H 1.2056 2.3463 8.9000 0.06 0.07 -0.08
H -0.5138 2.6707 8.8099 -0.06 0.10 0.00
H 0.8566 0.0379 9.2220 0.05 -0.09 0.10
H -0.6945 0.2513 9.9872 -0.12 0.02 0.06
H -0.8364 -0.7698 7.7177 -0.06 -0.08 -0.03
H -1.8014 0.6575 7.8913 -0.13 0.16 0.00
H -0.7367 0.6118 5.7696 -0.06 0.24 -0.17
H -0.1383 2.0026 6.6301 0.12 0.10 0.13
H 1.1964 -0.5303 5.7394 0.12 -0.13 -0.03
H 1.7803 0.0944 7.2583 0.06 -0.04 0.05
H 1.5597 2.2307 5.2810 0.04 0.18 0.06
H 2.9577 1.8026 6.2340 0.06 0.06 0.06
H 2.4660 -0.1549 4.0768 0.09 -0.09 -0.16
H 3.9094 0.6996 4.5340 0.14 -0.25 -0.32
H 1.9558 2.5217 3.2270 -0.15 -0.06 0.01
H 3.6803 2.3825 3.1470 -0.07 0.29 -0.30
H 3.9391 2.5906 -0.3593 -0.30 -0.10 -0.05
H 5.0012 2.2989 0.9472 0.01 -0.19 0.06
H 4.4342 4.2814 1.7999 0.01 0.09 0.02
H 2.7032 3.9961 1.7584 -0.13 -0.10 -0.18
H 0.9131 2.6938 1.3317 -0.08 0.05 -0.10
H 1.9212 2.4823 -1.3417 0.24 -0.07 0.17
H 0.6475 1.3119 -1.1014 0.16 -0.20 0.03
H -0.4823 3.6964 -0.0910 0.05 0.01 0.14
H 0.4543 4.1253 -1.5426 -0.06 0.34 0.30
H -1.9364 3.3169 -2.0855 0.06 0.16 -0.16
H -1.4106 1.7521 -1.4690 -0.12 -0.05 0.00
H -0.6058 2.3986 -2.8617 -0.08 0.05 -0.18
H 1.2417 -1.1847 -0.6316 -0.33 0.07 0.14
H 1.7418 -2.0856 -2.7707 -0.10 -0.03 -0.03
H 5.2088 0.0798 -3.0091 0.07 -0.02 -0.05
H 4.8640 1.0595 -0.8724 0.08 -0.05 0.05
H 5.4470 1.3330 2.6812 0.03 0.05 0.07
H 7.2372 -0.1641 3.2493 0.12 -0.05 0.01
H 5.2248 -3.3732 1.6606 0.07 -0.10 0.03
H 3.3672 -2.0022 1.0319 -0.08 0.02 -0.07
H 0.6686 0.8507 3.8866 0.12 -0.01 -0.15
C -3.1816 -0.7056 -2.8802 0.03 0.04 0.04
C -1.9161 -0.7991 -3.7017 0.09 0.02 -0.02
O -0.8744 -0.2737 -3.3447 0.00 -0.05 -0.01
N -1.9739 -1.4987 -4.8640 -0.15 0.00 0.09
C -3.1056 -2.1874 -5.4659 0.50 0.14 -0.12
H -2.9643 -0.1206 -1.9917 0.05 0.01 -0.01
H -3.9749 -0.2140 -3.4449 -0.04 -0.05 0.00
H -3.5222 -1.6973 -2.5794 -0.06 0.00 -0.04
H -1.0912 -1.5230 -5.3486 -0.01 -0.02 -0.05
H -2.8793 -3.2431 -5.5942 -0.16 0.08 0.05
H -3.3084 -1.7546 -6.4491 -0.15 -0.02 0.03
H -3.9915 -2.0871 -4.8481 0.00 0.00 0.03
C 0.5005 0.7755 -6.5314 -0.20 0.09 0.00
C 0.2000 0.9171 -8.0020 0.18 -0.11 -0.15
O -0.8721 1.3273 -8.4242 -0.09 -0.07 0.04
N 1.1870 0.5550 -8.8663 -0.08 0.13 0.19
C 2.5110 0.0451 -8.5518 -0.04 -0.04 -0.42
H -0.3630 1.0906 -5.9538 -0.04 -0.01 -0.03
H 0.7213 -0.2648 -6.2903 0.11 0.09 0.09
H 1.3515 1.3950 -6.2482 0.06 -0.11 0.06
H 0.9341 0.6605 -9.8356 -0.01 -0.04 0.00
H 3.2784 0.7054 -8.9599 0.04 0.07 0.08
H 2.6491 -0.9498 -8.9769 0.02 0.08 0.18
H 2.6480 -0.0203 -7.4785 0.01 -0.01 0.01
C 2.5795 -2.8525 -5.8979 0.02 0.04 -0.06
C 3.2532 -3.4830 -7.0887 0.03 -0.07 0.08
O 3.1857 -3.0083 -8.2138 0.01 -0.15 -0.02
N 3.9591 -4.6253 -6.8657 -0.08 0.05 0.03
C 4.1571 -5.3201 -5.6087 0.09 -0.05 -0.21
H 2.0674 -1.9536 -6.2270 0.03 -0.04 -0.02
H 1.8466 -3.5344 -5.4633 0.03 0.00 0.07
H 3.3031 -2.5701 -5.1303 -0.09 0.04 0.09
H 4.3875 -5.0035 -7.6952 0.02 0.01 0.00
H 5.2197 -5.3743 -5.3662 -0.02 0.02 0.07
H 3.7660 -6.3379 -5.6695 -0.03 0.01 0.07
H 3.6488 -4.8001 -4.8044 0.01 0.02 0.02
C -3.8511 -7.5387 -6.4211 -0.01 0.03 0.05
C -3.5977 -6.1221 -6.8816 0.02 0.04 0.03
O -3.6499 -5.1750 -6.1136 -0.08 -0.25 -0.06
N -3.3033 -5.9329 -8.1941 -0.02 -0.07 -0.01
C -3.1937 -6.9268 -9.2430 0.03 0.24 0.00
H -4.0684 -7.5146 -5.3581 0.00 0.05 0.01
H -4.7022 -7.9723 -6.9472 0.04 -0.05 -0.02
H -2.9740 -8.1645 -6.5889 -0.03 -0.04 -0.04
H -3.1437 -4.9673 -8.4355 0.01 0.00 -0.01
H -2.1922 -6.9138 -9.6757 0.00 -0.07 -0.01
H -3.9138 -6.7228 -10.0373 -0.01 -0.07 -0.01
H -3.3865 -7.9184 -8.8482 0.00 -0.01 0.01
C -1.1471 4.1243 -9.3830 -0.01 0.29 0.00
C -0.9613 5.5360 -9.8834 -0.02 -0.02 0.04
O -1.0808 6.5150 -9.1670 -0.01 0.00 -0.01
N -0.6443 5.6890 -11.2038 -0.01 -0.08 -0.01
C -0.4611 4.6568 -12.2020 0.02 0.25 0.00
H -1.3900 4.1519 -8.3270 0.01 0.04 0.01
H -1.9586 3.6287 -9.9152 0.06 -0.11 0.00
H -0.2371 3.5426 -9.5142 -0.04 -0.09 -0.03
H -0.5306 6.6504 -11.4821 0.01 0.00 0.00
H 0.5487 4.6985 -12.6168 0.00 -0.08 -0.01
H -1.1723 4.7837 -13.0213 -0.01 -0.08 -0.01
H -0.6135 3.6770 -11.7623 0.00 -0.01 0.01
C -5.5851 -0.1409 5.3743 -0.01 0.00 0.09
C -4.0956 0.0643 5.5581 0.06 -0.07 -0.15
O -3.6204 0.3699 6.6396 -0.29 0.12 -0.05
N -3.3048 -0.0884 4.4683 -0.16 0.04 0.01
C -3.6897 -0.4299 3.1131 0.20 0.03 0.08
H -6.0677 0.0219 6.3333 0.04 0.01 0.03
H -5.9910 0.5657 4.6477 -0.02 -0.06 -0.05
H -5.7994 -1.1558 5.0378 -0.03 0.03 -0.07
H -2.3230 0.0635 4.6467 0.01 0.00 -0.10
H -3.1902 -1.3482 2.8008 -0.04 -0.01 -0.04
H -3.3904 0.3622 2.4253 -0.02 -0.02 -0.04
H -4.7641 -0.5714 3.0459 -0.01 0.00 0.01
C -1.4100 -3.1245 5.1430 0.05 0.01 0.11
C -1.5174 -3.8642 6.4552 0.00 0.02 0.00
O -1.8113 -3.3155 7.5017 -0.01 -0.01 -0.01
N -1.2666 -5.2064 6.4281 -0.02 0.00 -0.09
C -0.9006 -6.0262 5.2914 -0.03 -0.05 0.26
H -1.6203 -2.0732 5.3050 -0.04 -0.01 0.13
H -0.4019 -3.2112 4.7354 -0.04 -0.01 -0.12
H -2.1259 -3.5225 4.4216 0.07 0.00 -0.08
H -1.3517 -5.6482 7.3293 0.02 0.00 0.01
H -1.6403 -6.8142 5.1331 0.01 0.01 -0.08
H 0.0711 -6.4964 5.4553 0.02 0.01 -0.08
H -0.8415 -5.4225 4.3925 0.01 0.01 -0.01
C -4.3894 6.0091 6.0862 0.02 0.01 0.04
C -4.1067 4.5526 6.3923 0.00 0.01 -0.04
O -3.5137 4.2165 7.3998 -0.01 0.03 0.01
N -4.5471 3.6360 5.4862 -0.03 0.02 0.06
C -5.2601 3.8786 4.2503 0.12 -0.27 0.09
H -3.9798 6.6077 6.8936 0.02 -0.04 0.03
H -3.9183 6.3091 5.1493 -0.06 0.02 -0.02
H -5.4626 6.1929 6.0178 0.01 0.03 -0.06
H -4.3336 2.6796 5.7325 0.10 0.00 0.10
H -6.2304 3.3759 4.2641 -0.04 0.07 -0.04
H -4.6908 3.4952 3.4007 -0.02 0.07 -0.05
H -5.4248 4.9406 4.1036 0.00 0.01 -0.01
```
Forces are in eV/Å.

Its LUMO energy is 1.4931 eV. The energy above the lowest of the compared OMol25 structures with the same formula, charge and spin is 0.0 kcal per mole. As for the total charge: -1.

Number 1: Kohn-Sham gap 0.3414 Eh. Number 2: Kohn-Sham gap 0.2414 Eh.